# 1
This record from OMol25 describes one molecule with the formula C3H6N2O2. The level of theory is the ωB97M-V functional and the def2-TZVPD basis.

The geometry in XYZ format:
```
13
C3H6N2O2 the ωB97M-V functional and the def2-TZVPD basis
H 1.6769 0.5128 -2.2072
N 1.0833 0.1962 -1.4457
C 1.6939 0.2998 -0.3388
O 1.1743 -0.0303 0.8429
C -0.0153 -0.8278 0.9100
C -1.3753 -0.1626 0.6707
N -1.4749 0.7939 -0.2837
O -2.3122 -0.5399 1.3547
H 2.7125 0.6755 -0.2038
H 0.0920 -1.6956 0.2481
H -0.0668 -1.1687 1.9433
H -2.4141 1.1113 -0.4741
H -0.7743 0.8353 -1.0163
```

Properties
F_max = 0.37 eV Å⁻¹
Orbital gap = 0.3880 hartree
Relative energy (zero: lowest compared OMol25 entry of this formula, charge and spin) = 1.283 eV
SMILES string = [H]/N=C/OCC(N)=O
DFT total energy = -10283.5144 eV
HOMO energy = -9.8 eV
LUMO level = 0.8 eV

---

# 2
This record from OMol25 describes C14H27AlN3Se2 as an isolated structure at a distorted geometry. The level of theory is the ωB97M-V functional and the def2-TZVPD basis.

The geometry in XYZ format:
```
47
C14H27AlN3Se2 the ωB97M-V functional and the def2-TZVPD basis
Al -0.0995 -0.3008 0.1152
N -0.9935 -2.0266 0.7978
C -0.9864 -2.7522 2.0839
C 0.2807 -3.5829 2.2611
C 1.5552 -2.7639 2.4867
C 2.2115 -2.2233 1.2146
N 1.7120 -0.8767 0.8556
H -1.9313 -1.6551 0.6178
H -0.8506 -2.6971 0.0380
H -1.8545 -3.4163 2.1318
H -1.0751 -2.0104 2.8865
H 0.4193 -4.2408 1.3979
H 0.1261 -4.2204 3.1326
H 2.2807 -3.4117 2.9788
H 1.3436 -1.9381 3.1709
H 2.0205 -2.8932 0.3755
H 3.2947 -2.1657 1.3612
H 2.2516 -0.5383 0.0478
H 1.9751 -0.2379 1.6168
C 2.3684 3.9110 -0.3611
Se 2.4433 2.3183 0.7471
C 1.1603 2.8575 2.1485
C -0.2813 2.7637 1.6849
Se -1.1425 1.0475 2.1227
C -2.8133 1.4228 1.2104
H 2.8869 4.7223 0.1464
H 1.3303 4.1679 -0.5491
H 2.8707 3.6890 -1.2989
H 1.4190 3.8791 2.4357
H 1.3485 2.2166 3.0151
H -0.3719 2.8551 0.5990
H -0.8998 3.5271 2.1641
H -3.1211 2.4253 1.4997
H -3.5615 0.7010 1.5288
H -2.6292 1.3501 0.1391
N -1.0449 0.2810 -1.1634
C -1.0198 0.1367 -2.5214
C -0.0111 -0.5410 -3.2152
C -0.0328 -0.6567 -4.5895
C -1.0772 -0.1123 -5.3187
C -2.0980 0.5414 -4.6482
C -2.0755 0.6677 -3.2754
H 0.7953 -0.9773 -2.6233
H 0.7720 -1.1719 -5.0959
H -1.0935 -0.2011 -6.3932
H -2.9202 0.9652 -5.2053
H -2.8813 1.1652 -2.7535
```

Properties
F_max = 1.38 eV Å⁻¹
Orbital gap = 0.2315 hartree
DFT total energy = -156711.1904 eV
Charge = +1
HOMO energy = -9.0 eV
LUMO level = -2.7 eV

---

# 3
This record from OMol25 describes C15H19NO4 as an isolated structure at a distorted geometry. The level of theory is the ωB97M-V functional and the def2-TZVPD basis.

The geometry in XYZ format:
```
39
C15H19NO4 the ωB97M-V functional and the def2-TZVPD basis
C 0.0762 0.0566 -3.6522
N -0.8649 -0.1758 -2.5466
C -2.2711 0.1249 -2.8362
C -0.5249 -0.8911 -1.4894
H -0.4546 0.6670 -4.3899
H 0.9599 0.5831 -3.2920
H 0.3770 -0.8726 -4.1529
H -2.2820 0.7210 -3.7537
H -2.8656 -0.7780 -3.0239
H -2.7104 0.6900 -2.0138
H -1.3249 -1.3562 -0.9044
H 0.4423 -1.3992 -1.5158
C 0.8295 2.3875 2.4778
C 0.2788 2.6074 1.0866
C 0.0846 4.0887 0.7374
O 1.1854 2.0464 0.0906
C 1.2059 0.6906 -0.1948
O 2.1750 0.3300 -0.8762
C 0.0902 -0.1473 0.3063
C 0.4322 -1.3758 1.0458
C -0.5244 -2.0259 1.8910
C -0.3877 -3.3868 2.2043
C 0.7206 -4.1163 1.7578
C 1.7738 -3.4362 1.1317
C 1.6632 -2.0715 0.8304
C -1.1301 0.5893 0.7368
O -2.2704 0.1390 0.9164
O -1.0171 1.9661 0.9455
H 0.9435 1.3177 2.6704
H 1.7982 2.8807 2.5768
H 0.1570 2.8199 3.2219
H -0.3179 4.1853 -0.2740
H -0.6113 4.5771 1.4155
H 1.0189 4.6405 0.7757
H -1.4059 -1.4629 2.2078
H -1.1792 -3.8872 2.7846
H 0.7689 -5.2010 1.9142
H 2.6817 -3.9864 0.8495
H 2.4797 -1.5386 0.3411
```

Properties
F_max = 2.84 eV Å⁻¹
Orbital gap = 0.3044 hartree
Relative energy (zero: lowest compared OMol25 entry of this formula, charge and spin) = 2.795 eV
DFT total energy = -25542.1875 eV
HOMO energy = -7.8 eV
LUMO level = 0.5 eV

---

# 4
This record from OMol25 describes a 2-piece molecular cluster, C3H11N3 overall. The level of theory is the ωB97M-V functional and the def2-TZVPD basis.

The geometry in XYZ format:
```
17
C3H11N3 the ωB97M-V functional and the def2-TZVPD basis
H -0.9184 -1.8933 -3.6961
N -1.5521 -1.2121 -3.2818
C -1.8208 -0.2862 -4.1001
N -2.6300 0.7610 -3.7583
H -1.5292 -0.2500 -5.1497
H -2.7109 1.5522 -4.3715
H -2.7803 0.9903 -2.7903
C 2.2993 -0.8613 3.9457
N 2.2526 0.3361 3.1259
C 1.0559 1.1189 3.2957
H 3.2409 -1.3861 3.7634
H 2.2114 -0.5869 4.9921
H 1.5156 -1.5944 3.7158
H 2.5062 0.1078 2.1727
H 0.1414 0.6000 2.9589
H 1.1418 2.0568 2.7478
H 0.9319 1.3956 4.3397
```

Properties
F_max = 0.83 eV Å⁻¹
Orbital gap = 0.3495 hartree
Relative energy (zero: lowest compared OMol25 entry of this formula, charge and spin) = 1.067 eV
SMILES string = [H]/N=C/N.CNC
DFT total energy = -7759.0166 eV
HOMO energy = -8.5 eV
LUMO level = 1.0 eV

---

# 5
This record from OMol25 describes one molecule with the formula C19H27NO2 at a distorted geometry. The level of theory is the ωB97M-V functional and the def2-TZVPD basis.

The geometry in XYZ format:
```
49
C19H27NO2 the ωB97M-V functional and the def2-TZVPD basis
C 5.6082 -0.7078 -1.4775
C 5.1124 0.1010 -0.2711
C 6.0921 1.2490 0.1754
C 3.7176 0.7000 -0.5114
C 2.8210 -0.0462 0.4421
C 1.3322 0.2814 0.5770
C 0.3525 -0.6136 1.1133
C -1.0765 -0.4150 1.3269
C -1.9299 -1.5110 2.0212
C -1.3783 -3.0072 2.0754
C -2.1682 -1.0257 3.5147
C -3.3517 -1.4433 1.2894
C -1.4783 0.8514 0.9267
C -0.6310 1.7073 0.3599
C 0.7617 1.4422 0.1184
C -1.3102 2.9292 -0.0900
C -1.3600 2.9345 -1.6754
C -0.5797 4.1274 0.5288
C -2.7871 2.6766 0.4420
O -2.7866 1.2901 0.8420
N 3.5048 -0.9274 1.1173
O 4.9559 -0.8471 0.7644
H 6.0480 -0.0365 -2.2458
H 6.3962 -1.3833 -1.1560
H 4.9592 -1.2829 -2.0544
H 7.0211 0.7888 0.3793
H 6.2433 1.7936 -0.6872
H 5.7165 1.8634 1.0093
H 3.5372 0.4918 -1.5625
H 3.7684 1.8002 -0.4165
H 0.7784 -1.5910 1.4208
H -2.2251 -3.6324 2.3878
H -0.5010 -3.1448 2.7585
H -1.1346 -3.1844 1.0264
H -2.6441 -1.7988 4.2297
H -2.7101 -0.1093 3.6049
H -1.2008 -0.9474 4.0766
H -4.0629 -0.7561 1.8250
H -3.1608 -1.0277 0.2536
H -3.8055 -2.3895 1.2568
H 1.3858 2.1942 -0.3534
H -2.3100 2.6475 -2.1441
H -1.1978 3.9602 -2.0178
H -0.7267 2.1834 -2.1507
H -0.2678 4.0300 1.5281
H -1.2412 5.0633 0.3095
H 0.3655 4.4439 0.1265
H -3.5017 2.8278 -0.3049
H -3.0207 3.3803 1.2203
```

Properties
F_max = 4.11 eV Å⁻¹
Orbital gap = 0.3280 hartree
Relative energy (zero: lowest compared OMol25 entry of this formula, charge and spin) = 4.800 eV
SMILES string = CC1(C)CC(c2cc(C(C)(C)C)c3c(c2)C(C)(C)CO3)=NO1
DFT total energy = -25722.5903 eV
HOMO energy = -8.3 eV
LUMO level = 0.6 eV

---

# 6
This record from OMol25 describes one molecule with the formula C18H13ClN2O2S2 at a distorted geometry. The level of theory is the ωB97M-V functional and the def2-TZVPD basis.

The geometry in XYZ format:
```
38
C18H13ClN2O2S2 the ωB97M-V functional and the def2-TZVPD basis
C 2.1173 2.1066 3.2128
C 2.0815 1.9961 1.6888
C 0.9642 1.1012 1.2566
N 1.0964 -0.1936 1.5393
C 0.1493 -1.0407 1.1897
S 0.4634 -2.7689 1.4417
C 0.0216 -3.3569 -0.2382
C 0.3007 -2.3195 -1.3114
O -0.5448 -2.0395 -2.1345
C 1.5899 -1.6497 -1.2730
C 2.7479 -1.9450 -0.5958
C 3.7497 -0.9838 -0.7737
C 3.3407 0.0429 -1.5813
Cl 4.2567 1.4126 -2.0066
S 1.7307 -0.1605 -2.1652
C -0.9982 -0.5653 0.5754
O -2.1095 -1.2057 0.1505
C -2.8781 -0.2565 -0.4535
C -4.1089 -0.4590 -1.0519
C -4.7261 0.6445 -1.6113
C -4.1405 1.9097 -1.5750
C -2.9143 2.1137 -0.9773
C -2.2759 1.0169 -0.4101
C -1.0331 0.8183 0.2778
N -0.0536 1.6476 0.6124
H 2.9536 2.7270 3.5244
H 1.1964 2.5521 3.5816
H 2.2270 1.1181 3.6511
H 3.0229 1.5700 1.3375
H 1.9336 2.9760 1.2360
H -1.0361 -3.6197 -0.2689
H 0.6278 -4.2485 -0.3995
H 2.8744 -2.8191 0.0160
H 4.7226 -1.0310 -0.3210
H -4.5549 -1.4396 -1.0820
H -5.6855 0.5224 -2.0909
H -4.6596 2.7414 -2.0266
H -2.4490 3.0856 -0.9437
```

Properties
F_max = 1.44 eV Å⁻¹
Orbital gap = 0.3103 hartree
Relative energy (zero: lowest compared OMol25 entry of this formula, charge and spin) = 0.057 eV
SMILES string = CCc1nc(SCC(=O)c2ccc(Cl)s2)c2oc3ccccc3c2n1
DFT total energy = -60145.3272 eV
HOMO energy = -8.8 eV
LUMO level = -0.4 eV